Arrangement a

Here is one molecule with the formula C4H9O2P from the Open Molecules 2025 dataset. Energies are from the ωB97M-V functional and the def2-TZVPD basis.

Computed properties:
- spin multiplicity = 1
- LUMO level (eV) = 0.93
- SMILES = CC(C)POC=O

Each line ends with the Löwdin charge.
CARTESIAN COORDINATES (ANGSTROEM)
C1 0.92048 -0.46192 -0.86557  -0.158
C2 0.56004 -0.37140 0.59390  -0.630
C3 0.98918 0.95943 1.14847  -0.158
P1 -1.27101 -0.97309 0.92849  1.003
O1 -2.04923 -0.60278 -0.52407  -0.305
C4 -1.94743 0.60561 -0.92974  -0.509
O2 -1.44544 1.45683 -0.26958  0.019
H1 0.37840 -1.37812 -1.20436  0.061
H2 2.01656 -0.52898 -1.13851  0.095
H3 0.41799 0.38159 -1.51400  0.103
H4 1.03390 -1.23828 1.08855  0.090
H5 0.74712 0.91239 2.31576  0.107
H6 0.53820 1.87997 0.69174  0.076
H7 2.10580 0.97929 1.15177  0.078
H8 -0.96318 -2.37455 0.53373  -0.023
H9 -2.03138 0.75400 -2.00658  0.151


Arrangement b

Here is one molecule with the formula C4H9O2P from the Open Molecules 2025 dataset. Energies are from the ωB97M-V functional and the def2-TZVPD basis.

Computed properties:
- spin multiplicity = 1
- LUMO level (eV) = 0.80
- SMILES = C=C[C@@H](O)PCO

Each line ends with the Löwdin charge.
CARTESIAN COORDINATES (ANGSTROEM)
C1 -1.44514 0.51806 1.12510  0.008
C2 -1.28298 -0.11518 -0.05940  -0.187
C3 -0.24155 -1.18712 -0.28811  -0.709
O1 -0.88521 -2.23295 -0.89459  -0.110
P1 1.26974 -0.60377 -1.18915  0.969
C4 1.61491 1.10938 -0.33859  -0.452
O2 1.66083 0.84107 1.05847  -0.139
H1 -2.28650 1.30426 1.11474  0.088
H2 -0.86637 0.35638 1.91490  -0.001
H3 -2.14565 -0.03674 -0.72205  0.103
H4 0.09470 -1.63940 0.72421  0.138
H5 -1.23638 -2.84617 -0.20432  0.122
H6 0.44632 -0.35333 -2.35301  -0.041
H7 0.78001 1.85164 -0.53410  0.089
H8 2.53731 1.42278 -0.84161  0.057
H9 1.98597 1.61110 1.48751  0.066


Arrangement c

Here is a 2-piece molecular cluster, C4H9O2P overall from the Open Molecules 2025 dataset. Energies are from the ωB97M-V functional and the def2-TZVPD basis.

Computed properties:
- spin multiplicity = 1
- LUMO level (eV) = 0.87

Each line ends with the Löwdin charge.
CARTESIAN COORDINATES (ANGSTROEM)
C1 -2.67711 0.13019 0.69453  0.034
C2 -0.23577 -1.47228 0.45102  -0.169
C3 1.84303 -0.02838 -1.17185  -0.140
C4 0.06939 1.39537 0.72443  -0.187
O1 -0.90891 0.28180 -1.69818  -0.374
O2 -3.63694 -0.11850 0.11892  0.096
P1 0.01713 0.05997 -0.56413  0.581
H1 -1.14595 -1.16188 0.81000  -0.078
H2 0.51001 -1.48132 1.23721  0.057
H3 -0.32485 -2.37194 -0.09350  0.047
H4 2.26203 -0.83614 -0.48268  0.060
H5 2.31187 0.85419 -0.85492  0.005
H6 1.94977 -0.26657 -2.15606  -0.003
H7 0.52252 1.23553 1.71505  0.066
H8 -0.93232 1.43902 1.00627  -0.054
H9 0.37609 2.34096 0.26389  0.059


Relative energies, in kcal/mol, with the most stable structure set to zero: arrangement a 16.2; arrangement b 60.1; arrangement c 0.0.


Arrangement a

Here is a 2-piece molecular cluster, C4H9NP overall from the Open Molecules 2025 dataset. Energies are from the ωB97M-V functional and the def2-TZVPD basis.

Computed properties:
- net charge = +1
- spin multiplicity = 1
- LUMO level (eV) = -5.87

Each line ends with the Löwdin charge.
CARTESIAN COORDINATES (ANGSTROEM)
C1 -2.51672 0.05176 0.39068  0.001
C2 2.70702 -0.60489 -0.08791  -0.405
C3 1.24454 -0.00421 0.02189  -0.457
C4 -3.53125 -0.69189 -0.23191  -0.195
N1 3.62266 0.21186 -0.74618  -0.028
P1 -0.12834 -0.98712 0.16883  0.998
H1 -2.77437 1.02724 0.91702  0.083
H2 2.92610 -0.77622 0.98468  0.115
H3 2.56080 -1.67839 -0.53838  0.139
H4 1.30528 1.14573 -0.11268  0.098
H5 -3.46518 -1.66819 0.33710  0.138
H6 -3.16726 -1.08834 -1.25086  0.132
H7 -4.63285 -0.20478 -0.31120  0.153
H8 4.18558 0.79262 -0.18236  0.059
H9 4.38830 -0.30043 -1.40527  0.170


Arrangement b

Here is an isolated ion of composition C4H9NP and charge +1 from the Open Molecules 2025 dataset. Energies are from the ωB97M-V functional and the def2-TZVPD basis.

Computed properties:
- net charge = +1
- spin multiplicity = 1
- LUMO level (spin up / spin down) (eV) = -4.38 / -5.07

Each line ends with the Löwdin charge.
CARTESIAN COORDINATES (ANGSTROEM)
C1 -1.31945 0.21059 -1.19328  -0.412
C2 -0.09254 -0.47133 -1.77845  -0.352
C3 1.18593 -0.22114 -1.14531  0.087
C4 -0.02654 0.63898 1.06580  -0.398
N1 0.15704 0.02753 2.46094  0.075
P1 -1.64677 0.47516 0.40309  0.927
H1 -2.10781 0.35522 -2.01687  0.098
H2 -0.58096 -1.56144 -1.85953  0.172
H3 -0.02390 -0.23658 -2.80968  0.104
H4 1.87157 -1.04654 -0.80270  0.101
H5 1.54739 0.58671 -1.64988  0.043
H6 0.30554 1.61295 1.19763  0.033
H7 1.15595 -0.26624 2.27027  0.171
H8 -0.55538 -0.80419 2.61428  0.195
H9 0.12994 0.70033 3.24368  0.158


Arrangement c

Here is a 2-piece molecular cluster, C4H9NP overall from the Open Molecules 2025 dataset. Energies are from the ωB97M-V functional and the def2-TZVPD basis.

Computed properties:
- net charge = +1
- spin multiplicity = 1
- LUMO level (spin up / spin down) (eV) = -6.90 / -7.48

Each line ends with the Löwdin charge.
CARTESIAN COORDINATES (ANGSTROEM)
C1 -5.11656 0.65670 0.23560  0.066
C2 0.24749 1.27400 0.88738  -0.213
C3 -0.63144 -1.66756 0.82037  -0.216
C4 0.22588 -0.47681 -1.57292  -0.243
N1 -3.97654 0.43572 0.19722  -0.025
P1 -0.63512 -0.04205 -0.00838  1.033
H1 0.03804 1.22116 1.92371  0.040
H2 -0.18774 2.27245 0.62738  0.084
H3 1.31968 1.18688 0.89364  0.066
H4 0.40442 -1.71654 0.97955  0.038
H5 -0.93656 -2.51891 0.16690  0.083
H6 -1.40208 -1.77297 1.59615  0.066
H7 0.37507 0.53922 -2.07219  0.074
H8 -0.30318 -1.17739 -2.26168  0.074
H9 1.26690 -0.82634 -1.45218  0.073


Relative energies, in kcal/mol, with the most stable structure set to zero: arrangement a 28.5; arrangement b 0.0; arrangement c 3.6.